Below is a structure of composition C4H13N2O, with properties calculated with wB97M-V/def2-TZVPD.

Element x y z (Å)
H  -1.36840  2.98460  0.64164
N  -0.02747  -2.19521  -1.21510
H  -1.01778  -0.02085  -2.94760
H  -1.57537  -1.02735  -0.63903
C  -0.91885  2.00394  0.78826
H  0.37654  -0.26570  0.62071
H  0.36419  -2.43053  -2.12150
C  -0.28438  1.43444  -0.37965
H  1.19484  -3.00094  1.47637
H  -0.02597  2.10598  -1.19798
H  0.57500  3.23300  1.37769
O  1.23866  -2.26301  0.86217
N  0.16214  2.38268  1.76549
H  -1.67048  1.44941  1.34931
H  0.71392  -2.45481  -0.00200
C  0.26163  0.12862  -0.39426
H  1.21759  -0.02285  -0.89501
H  -0.96511  -0.45959  -2.29979
C  -0.58623  -1.07135  -1.11521
H  0.94793  1.73581  1.84353

## Properties
Orbital gap: 6.6 eV
Net charge: +1
Relative energy (zero: lowest compared OMol25 entry of this formula, charge and spin): 885.52 kJ/mol
HOMO: -13.47 eV

---

Below is a structure of composition C38H57N5O8P2RuS3, with properties calculated with wB97M-V/def2-TZVPD.

Element x y z (Å)
C  8.91269  2.45605  -1.61935
C  0.85991  0.38144  -3.81555
N  1.90938  3.82260  1.70327
H  -5.45002  1.37080  0.36737
C  0.70298  1.81322  -5.76747
H  -4.20156  -6.76673  -0.27826
C  0.66799  -0.75836  -4.65371
S  0.81895  3.52337  -0.77042
H  5.69475  4.93709  -2.07807
S  0.58524  6.49566  -0.98266
C  4.62211  2.08193  -0.52904
H  1.75953  4.44771  3.65261
H  -1.30640  5.63117  0.25743
C  -0.72589  -1.90508  3.16204
C  -3.91633  -0.31628  -2.79617
C  2.39431  1.76609  4.69641
P  -4.85199  -1.28784  0.74681
C  -1.17810  6.41985  -0.53291
H  0.19079  -1.47819  -6.61270
C  -3.13452  -6.62469  -0.01492
H  -4.92573  -7.47017  1.84623
H  10.59743  1.77980  -2.67188
H  -6.24370  2.47336  2.55639
C  -1.56330  -3.14892  5.11071
H  0.08501  0.91436  -7.56908
C  -3.86966  -7.56622  2.24620
C  3.10500  0.59947  4.91065
H  -1.29502  -1.51081  -1.00421
H  6.57089  5.62361  -0.78426
N  2.23233  1.28875  2.34072
C  -7.57827  1.36224  0.27936
H  2.98900  -0.48087  1.67047
C  6.76777  3.49894  -0.93793
C  0.33841  0.71334  -6.51514
H  7.37615  -0.93188  -0.48829
H  5.88380  -0.36560  0.27437
P  -3.25599  -3.70926  1.60793
H  -2.49749  -7.49762  -0.35215
O  -3.67737  -5.26367  1.90545
H  -3.87717  -7.35277  3.32779
C  6.13869  2.25973  -0.75251
C  -6.20849  1.38759  2.42349
N  1.58703  5.02982  1.20237
H  5.88311  -0.67699  -1.49711
H  3.88266  -1.18115  3.83661
C  1.11233  5.07704  -0.00379
H  -6.20265  -1.87884  -3.72390
C  6.98595  1.08033  -0.89959
H  -3.53617  -8.59379  2.04959
H  -5.45021  -3.12965  2.26011
H  1.23736  2.51005  -3.80927
C  -6.26011  0.98513  0.96805
C  -1.40533  -3.16638  3.63402
N  -0.69311  -0.97329  -1.72346
O  -4.52037  -1.47221  -0.82932
H  2.03227  0.60922  -2.04432
H  -8.40543  0.86741  0.74729
Ru  2.08221  2.24641  0.41635
H  -2.42822  -2.55056  5.41535
H  3.54307  0.37669  5.85995
C  0.88712  1.66024  -4.38591
O  -6.22644  -0.47898  0.99733
H  10.59344  3.51818  -2.23167
H  0.66018  -1.74368  -4.23480
H  -1.98382  -6.50598  1.88463
H  -1.85642  6.21963  -1.33464
C  6.49884  -0.37719  -0.61874
H  -0.80624  -1.67354  2.01809
H  -1.57482  -4.20743  5.50926
H  -1.24797  -1.09807  3.68904
H  8.68447  0.31339  -1.79382
C  -5.77244  -2.11659  -2.75317
H  -1.44397  7.36581  -0.13929
O  -3.66665  -0.66556  1.47244
N  1.14251  0.26664  -2.38140
C  10.40738  2.50246  -1.90839
H  -3.65700  -1.01386  -3.61888
H  8.53175  4.57327  -1.57625
C  0.35509  -0.53758  -5.98580
H  -7.36790  1.02076  -0.71122
H  2.11818  2.45112  5.52524
C  8.29118  1.25528  -1.46870
C  -3.03631  -6.50962  1.47811
O  3.94048  1.36135  -1.32853
H  -2.84218  -5.67866  -0.43436
H  -5.79483  -0.08957  -1.84108
H  5.05635  4.68634  -0.43829
H  -0.74401  -1.38952  -2.64429
C  -5.11887  -0.88441  -2.05471
O  -2.79573  -3.28478  3.07305
H  11.06976  2.27242  -1.01516
H  -5.25219  0.98813  2.82561
C  3.28783  -0.26203  3.82528
H  0.95567  2.79986  -6.19937
H  -7.65690  2.42345  0.38510
C  2.08104  2.21418  3.36165
C  2.89416  0.16431  2.55478
H  -5.39405  -3.59170  0.57210
O  -2.36250  -3.48145  0.40555
S  0.28432  0.56289  0.14566
H  -4.22112  0.63514  -3.23213
H  -6.73542  -2.31727  -2.30658
C  -4.97776  -2.98700  1.31124
H  -6.96182  0.84409  2.95541
O  4.07693  2.76421  0.50830
H  -0.78158  -3.93851  3.22180
H  0.31745  -1.82720  3.50305
C  8.11657  3.60462  -1.35064
H  -5.15490  -3.04196  -2.74530
C  1.89995  3.60177  3.01654
H  -3.11056  -0.14638  -2.06959
C  5.98139  4.74267  -1.02337
C  0.20974  -0.06690  -1.41738
H  -0.68785  -2.66921  5.58625

## Properties
Orbital gap (spin up / spin down): 4.2 / 3.0 eV
Net charge: +1
Spin multiplicity: 6
HOMO (spin up / spin down): -7.64 / -10.04 eV

---

Below is a cluster of 3 separate species, C18H50N9O2P2 in total, with properties calculated with wB97M-V/def2-TZVPD.

Element x y z (Å)
H  -3.44499  4.91039  -3.12125
H  4.54033  1.72910  2.35263
C  -4.36793  3.21301  -4.63754
N  -0.62405  -2.96040  -0.06867
C  -0.85557  -3.60289  1.23941
H  3.74129  -2.90134  6.00683
H  1.30634  -1.54096  5.06863
H  -2.76634  -4.47071  0.99880
H  -4.83908  3.29293  -3.65090
H  -0.82361  1.95057  -6.54603
C  3.95312  -3.51374  1.16490
C  -1.21758  2.95859  -6.38786
H  2.40940  1.83324  1.75608
C  -2.51126  4.80929  -2.58624
H  2.54110  -1.09205  6.25503
H  4.51854  -3.41107  4.51697
H  0.74369  4.26730  -5.41297
H  -0.07237  3.71148  -1.69228
H  1.81186  1.25922  3.31241
H  0.42893  4.08126  -3.69984
N  -2.05563  3.42943  -2.52684
P  -1.86282  2.38154  -3.84379
H  -1.27983  -2.01487  3.42069
H  -2.70107  5.14984  -1.56667
H  -0.63602  3.65480  -6.99137
C  -1.04166  3.22859  -1.51010
C  -1.42330  -1.92962  -0.38833
H  -0.06968  -0.38008  -0.51146
H  2.14838  0.01718  4.95701
H  -1.37389  3.58170  -0.52999
C  -3.09743  -2.39076  1.23151
H  -1.89884  -0.44533  3.91580
H  -0.50353  -4.63247  1.16285
C  0.30911  3.60146  -4.67005
H  -2.34500  -0.35528  1.60051
C  -3.90740  0.86305  -4.67670
H  -1.77806  5.49128  -3.03377
H  0.34184  -2.64338  -0.15136
H  3.91559  -3.04896  0.17181
C  2.15912  0.93542  2.32384
C  4.48474  0.77503  2.87940
H  2.78495  -3.69307  4.74319
H  5.98812  -1.60370  2.98384
N  -1.12860  3.39404  -4.97436
C  3.60668  -2.99510  4.92972
H  -4.15908  -2.62973  1.25206
H  3.00195  -4.00463  1.34905
H  -4.63525  0.79743  -5.48719
H  5.72734  -1.35901  1.23415
C  2.26888  -1.03691  5.20300
C  -2.86371  -1.15359  2.13734
C  5.62715  -2.06550  2.06601
N  -0.89968  -0.80537  -0.89272
O  1.86777  -1.95591  1.84530
H  5.41108  0.26048  2.67455
C  -2.17993  -1.40796  3.48579
H  4.72276  -4.28726  1.15128
H  -3.15052  0.10515  -4.85343
H  0.87627  2.66568  -4.67130
H  -2.24243  2.99173  -6.73962
H  -0.22325  -3.12641  1.98783
N  4.26736  -2.55713  2.22424
H  6.29172  -2.90921  1.87306
H  -2.48811  -3.96574  2.63333
H  -5.14347  2.95619  -5.36094
H  -3.23720  -1.23024  -0.47925
C  -2.33630  -3.66503  1.59946
H  -4.41724  0.62682  -3.73442
H  -3.98558  4.18765  -4.93922
H  -0.84320  2.16427  -1.40574
H  4.43636  0.99068  3.95357
N  -3.32303  2.20291  -4.68010
N  3.32095  0.04954  2.38396
P  2.98738  -1.56802  2.73900
H  -3.84999  -0.74376  2.36556
H  -2.88520  -1.84388  4.19375
O  -1.62196  1.04145  -3.24206
N  -2.76383  -2.08473  -0.20293
N  3.34648  -1.64340  4.38201
H  -1.34092  -0.32974  -1.68221
H  1.32886  0.43925  1.82334

## Properties
Orbital gap: 8.7 eV
Net charge: +1
HOMO: -10.96 eV

---

Below is the ion C3H7N2O2 with charge -1, with properties calculated with wB97M-V/def2-TZVPD.

Element x y z (Å)
C  0.28895  0.64189  0.34979
C  -0.38765  -1.96813  -0.29088
H  -1.07383  -2.43023  -1.13648
N  -0.89277  0.86201  1.16704
H  -1.10468  -1.92416  0.56100
N  1.17690  1.64533  0.31083
O  2.15592  1.68040  -0.51886
H  -1.52735  1.39341  0.42807
H  -0.56940  1.54556  1.83776
H  0.39353  -2.73337  -0.09171
H  -0.62876  -0.18776  -1.65337
C  0.10769  -0.56521  -0.80686
O  0.98390  2.66067  1.08586
H  1.07753  -0.62040  -1.24218

## Properties
Orbital gap: 6.8 eV
Net charge: -1
Relative energy (zero: lowest compared OMol25 entry of this formula, charge and spin): 479.51 kJ/mol
HOMO: -2.64 eV
SMILES: CCC(N)=[N+]([O-])[O-]

---

Below is the molecule C5H8O2, with properties calculated with wB97M-V/def2-TZVPD.

Element x y z (Å)
H  0.96711  0.97476  -0.18540
C  1.36259  -1.15978  -1.26301
H  -2.04527  0.66173  -0.21224
C  1.04406  -1.69769  -0.08607
H  -1.46003  1.68318  1.69332
C  0.04514  0.36362  -0.16566
O  -1.15179  2.17712  0.92630
C  0.26151  -0.77603  0.83257
H  -0.69599  -1.17915  1.19315
H  -1.09040  1.87861  -1.07455
O  1.71139  -0.75639  -2.30602
H  -0.17270  -0.30687  -1.05475
H  0.85822  -0.49708  1.71103
H  1.50343  -2.64491  0.14811
C  -1.13726  1.27886  -0.15679

## Properties
Orbital gap: 9.6 eV
Relative energy (zero: lowest compared OMol25 entry of this formula, charge and spin): 237.43 kJ/mol
HOMO: -8.87 eV
SMILES: O=C=CCCCO